Density functional theory data (the ωB97M-V functional and the def2-TZVPD basis) for a molecular structure, C6H14OS2Si2.

Cartesian coordinates (Å):
C: 2.449 -3.036 -0.096
C: -1.639 1.723 -2.494
C: 1.703 -2.026 -0.509
C: -2.518 1.095 -1.762
C: 1.910 0.947 -0.519
C: 1.105 -0.448 2.094
O: -0.612 -0.510 -0.020
Si: 0.991 -0.489 0.253
Si: -1.952 0.380 -0.103
S: -3.364 -0.886 0.842
S: -1.608 2.679 1.606
H: 2.690 -3.936 -0.558
H: 2.975 -2.864 0.879
H: -2.011 2.219 -3.435
H: -0.516 1.731 -2.111
H: 1.065 -2.269 -1.498
H: -3.495 1.147 -1.943
H: 1.415 1.350 -1.510
H: 1.960 1.812 0.096
H: 2.936 0.501 -0.907
H: 0.483 -1.189 2.658
H: 2.006 -0.741 2.506
H: 0.933 0.657 2.552
H: -4.337 -0.095 1.404
H: -2.568 2.248 2.575

- 2S+1 = 1
- total energy (Ha) = -1687.6334
- HOMO (eV) = -8.53
- total charge = 0
- HOMO-LUMO gap (hartree) = 0.3055



Density functional theory data (the ωB97M-V functional and the def2-TZVPD basis) for a gas-phase ion, C3H2FO3 (charge -1).

Cartesian coordinates (Å):
O: -2.095 -0.981 1.018
C: -1.133 -1.445 0.455
O: -0.807 -2.529 -0.025
C: 0.196 -0.334 0.302
C: 0.417 0.385 1.783
O: 1.173 -0.046 2.662
F: -0.436 1.373 2.149
H: -0.118 0.561 -0.483
H: 1.065 -0.957 0.203

- 2S+1 = 1
- SMILES string = O=C([O-])CC(=O)F
- total energy (Ha) = -441.1628
- HOMO (eV) = -4.41
- total charge = -1
- HOMO-LUMO gap (hartree) = 0.3141



Density functional theory data (the ωB97M-V functional and the def2-TZVPD basis) for a single C3H2NP molecule.

Cartesian coordinates (Å):
N: -3.657 1.103 -0.075
C: -2.772 0.394 0.084
C: -1.805 -0.550 0.099
P: -1.015 -1.985 -0.030
C: -0.060 -0.372 -0.024
H: 0.348 0.081 -0.895
H: 0.404 0.177 0.864

- 2S+1 = 1
- SMILES string = N#CC1=PC1
- total energy (Ha) = -511.5052
- HOMO (eV) = -9.72
- total charge = 0
- HOMO-LUMO gap (hartree) = 0.3151



Density functional theory data (the ωB97M-V functional and the def2-TZVPD basis) for a molecular structure, C33H40CoN5O2P2S.

Cartesian coordinates (Å):
Co: 0.065 0.386 0.405
C: 3.496 1.235 -0.562
P: 2.472 0.407 0.689
C: 3.343 -1.165 0.980
C: 2.754 1.336 2.235
C: 3.983 1.922 2.531
C: 4.180 2.587 3.731
C: 3.150 2.664 4.659
C: 1.922 2.086 4.378
C: 1.710 1.429 3.168
P: 0.109 0.658 2.775
C: 0.102 -0.862 3.771
C: -1.172 1.681 3.555
H: 4.559 1.140 -0.340
H: 3.230 2.290 -0.624
H: 3.305 0.769 -1.530
H: 4.376 -0.985 1.278
H: 3.331 -1.756 0.063
H: 2.839 -1.732 1.763
H: 4.799 1.868 1.820
H: 5.138 3.043 3.946
H: 3.301 3.178 5.599
H: 1.130 2.161 5.112
H: 0.903 -1.522 3.440
H: -0.852 -1.379 3.659
H: 0.255 -0.613 4.822
H: -0.931 1.929 4.587
H: -2.104 1.113 3.552
H: -1.326 2.601 2.991
C: -0.523 1.963 -2.725
C: -0.252 2.789 -1.516
N: 0.155 2.331 -0.343
C: 0.337 3.441 0.474
C: 0.025 4.559 -0.218
N: -0.339 4.132 -1.478
C: -0.861 5.015 -2.530
N: -1.922 5.815 -2.023
N: -1.687 7.129 -1.717
N: -2.723 7.619 -1.163
C: -3.684 6.622 -1.069
C: -4.978 6.665 -0.542
C: -5.705 5.498 -0.572
C: -5.164 4.309 -1.109
C: -3.891 4.256 -1.634
C: -3.170 5.454 -1.608
H: -0.229 0.933 -2.530
H: 0.050 2.317 -3.582
H: -1.581 1.973 -2.991
H: 0.698 3.362 1.486
H: 0.025 5.602 0.052
H: -1.202 4.396 -3.356
H: -0.079 5.688 -2.874
H: -5.381 7.582 -0.134
H: -6.713 5.485 -0.182
H: -5.776 3.416 -1.115
H: -3.486 3.339 -2.046
C: -3.260 -0.836 1.214
C: -3.285 0.409 0.358
O: -2.103 0.529 -0.472
H: -4.191 -0.921 1.778
H: -2.429 -0.814 1.924
H: -3.155 -1.734 0.602
H: -3.290 1.316 0.962
H: -4.168 0.432 -0.281
H: -2.113 -0.191 -1.114
C: 1.868 -10.630 1.690
C: 1.164 -9.312 1.781
O: 0.797 -8.753 2.757
S: 0.871 -8.641 0.047
C: 0.589 -6.965 0.174
C: 0.630 -6.274 -1.076
C: 0.467 -4.928 -1.127
C: 0.243 -4.183 0.072
C: 0.143 -4.890 1.307
C: 0.305 -6.239 1.366
C: 0.132 -2.801 0.035
C: 0.025 -1.570 0.001
H: 1.963 -11.052 2.687
H: 2.850 -10.490 1.238
H: 1.300 -11.306 1.047
H: 0.802 -6.838 -1.984
H: 0.505 -4.403 -2.071
H: -0.082 -4.332 2.207
H: 0.207 -6.761 2.303

- 2S+1 = 5
- total energy (Ha) = -4168.8656
- ⟨S²⟩ = 6.051
- HOMO (alpha / beta) (eV) = -12.86 / -12.87
- total charge = +2
- HOMO-LUMO gap (alpha / beta) (hartree) = 0.2810 / 0.1693